C32H72NO2S | ωB97M-V with the def2-TZVPD basis set

Geometry as XYZ:
```
108
Properties=species:S:1:pos:R:3:forces:R:3:mulliken_charge:R:1
H 8.880646 -2.452559 -2.027760 0.0 0.0 0.0 0.2958
H -3.018752 -1.887153 0.730266 -0.1 0.2 0.1 0.4033
H 1.070847 -2.481986 -3.043021 -0.3 0.2 -0.1 -0.0577
C -1.794402 4.343304 -2.185723 0.1 0.0 0.0 -0.5728
H -3.474477 5.700136 0.480230 0.1 0.0 -0.1 0.3627
H -5.990618 0.708467 5.879384 -0.2 -0.2 0.2 0.4253
H -2.005843 3.293010 1.693197 0.0 -0.1 0.0 -0.5624
C 0.425797 -4.245552 -0.857433 0.1 0.2 0.0 -1.8308
C -3.471663 -0.510346 5.387547 0.3 0.1 -0.1 -1.3817
C 1.022741 2.834288 4.652952 -0.2 0.0 -0.3 -1.3685
H -0.049815 3.244068 -2.865101 0.0 0.0 0.0 0.3538
H -2.773451 -1.238781 -1.568494 0.1 0.4 -1.4 0.7445
C -4.438952 1.655996 7.072652 -0.5 -0.5 -0.2 0.3792
H 6.063871 -2.376582 -0.842862 0.0 0.0 0.0 0.4113
H -1.845228 1.548947 3.221128 -0.3 -0.1 -0.1 -0.0777
C -1.888513 -0.185899 0.065432 -0.5 1.3 4.3 -0.5003
C 8.165067 -2.973345 -2.667120 0.0 0.0 -0.1 -1.2325
H 2.806427 -2.495808 -3.647559 0.2 0.1 0.0 0.2059
H -0.400564 5.010581 0.934122 0.0 0.0 0.0 0.5322
H -1.585462 2.484322 -3.290183 0.0 0.0 0.0 0.3462
O -4.773792 0.853048 7.965707 0.0 -0.1 0.4 -0.7459
C 4.466807 -2.626544 -2.257594 0.0 0.1 0.0 -0.2876
C -0.928081 4.384526 0.208066 0.0 0.0 0.1 -0.7038
H -1.064997 3.203924 5.015823 -0.2 0.1 0.1 0.4586
C -0.439916 2.833307 4.208494 0.1 0.0 0.2 -0.0553
C 0.409561 -1.614643 -2.962051 -0.1 0.6 -1.6 -0.7237
C -1.076721 5.149987 -1.106385 0.0 0.0 0.0 -1.1202
H 0.025762 -2.231893 -1.510788 8.0 0.6 3.3 0.7981
N -4.142301 0.661793 4.832017 0.0 -0.1 0.0 -0.1076
H 4.995168 -1.002313 -0.956601 0.0 0.0 0.0 0.3625
H 1.227949 3.667037 5.313784 0.2 0.1 0.2 0.3946
H -0.946779 0.056545 -0.430871 0.5 0.6 2.8 0.1190
H 1.266784 -0.688254 -4.695592 0.1 0.0 0.0 0.4137
H -4.049303 -1.432202 5.274799 -0.2 -0.1 -0.1 0.4383
H -1.395082 -0.149760 -1.409989 -0.5 -1.3 -4.2 -0.3166
H -2.813022 4.114816 -1.862959 0.0 0.0 0.0 0.2664
C 7.280741 -1.978286 -3.413816 0.1 0.0 0.1 -0.3666
C -1.863251 -0.892532 -2.059399 0.1 -0.3 -4.8 -1.7087
H -0.603326 -4.499502 -0.600040 -0.1 -0.1 0.0 0.3821
C -5.107025 1.314910 5.703946 0.0 0.3 -0.4 -0.0618
C 6.491449 -1.051327 -2.490651 0.0 0.0 0.0 -0.7710
H 6.597314 -2.520189 -4.072854 0.0 0.0 0.0 0.2230
H 7.195160 -0.474151 -1.882908 0.0 0.0 0.0 0.4364
H 7.908075 -1.364560 -4.065424 0.0 0.0 0.0 0.4263
H 1.278506 1.906672 5.152589 0.0 -0.1 0.3 0.2921
H 0.736878 -1.094097 0.589121 0.0 0.1 0.0 0.2545
H -1.183564 -3.353753 1.324191 0.0 0.0 0.0 0.5000
H 3.024413 -1.054284 -2.657435 0.1 0.0 0.0 0.2408
C -3.155767 5.038324 1.288082 0.0 -0.1 0.0 -1.5160
C -0.942897 1.448996 3.815089 0.5 0.3 0.1 0.3873
H -3.329753 -0.367837 6.451913 0.0 0.1 0.2 0.4580
H 3.858182 -3.117514 -1.494321 0.0 0.0 0.0 0.1613
C -2.112457 -0.634961 4.710424 -0.2 0.1 0.2 -0.1218
C 3.554436 -1.841533 -3.196915 0.2 -0.2 0.0 -1.0026
H -0.997508 -1.823524 2.142387 0.0 0.0 0.0 -0.0221
H -0.263449 0.002896 -4.218683 0.0 0.0 0.0 0.0580
H -1.742977 1.202540 5.751076 -0.2 0.1 0.2 0.4226
H -1.464178 -2.008803 -5.065374 0.0 0.0 0.0 0.2488
H -0.246661 -3.652539 -6.486951 0.0 0.0 0.0 0.4255
H -1.602870 6.093682 -0.939946 0.0 0.0 0.0 0.3433
H -0.284221 3.516408 0.040265 0.0 0.0 0.1 0.2912
H -2.288804 -0.687677 3.637258 0.1 -0.1 -0.3 -0.4161
H -2.159132 -0.393598 -2.983544 0.0 0.0 -0.4 0.6159
H -1.889359 4.951028 -3.089818 0.0 0.0 0.0 0.4422
C 5.510198 -1.759463 -1.555430 0.0 0.0 0.0 -0.9699
C -1.063588 3.043618 -2.511037 -0.2 0.0 -0.2 -0.4921
H 1.154348 -2.630406 1.303991 0.0 0.1 0.2 0.6601
H -0.994823 2.396783 -1.635545 0.0 0.0 0.0 -0.2461
C 0.459346 -2.151393 0.606888 0.2 -0.3 0.1 -0.9118
H -5.090898 2.603636 3.674137 0.1 -0.1 -0.1 -0.0143
H 5.953254 -0.320204 -3.099592 0.0 0.0 0.0 0.2968
H -2.771150 3.255659 0.124130 0.0 0.0 0.0 0.1176
H -0.532072 -1.199126 -6.300972 0.0 0.0 0.0 0.5102
H -1.635081 -1.564244 5.015630 0.1 -0.2 0.0 0.5711
H 1.696254 -2.536167 -1.098483 0.3 -0.3 0.5 -0.3411
S -5.707252 2.819350 4.837865 -0.2 0.1 0.1 -0.2450
C -0.907129 -2.051984 -2.321807 -6.7 1.6 -6.0 1.4069
H -0.162997 0.994308 3.197528 -0.1 -0.3 -0.3 -0.0172
H -2.061087 -2.193920 -0.700444 -0.2 -0.4 1.9 0.9863
H 0.914061 -0.915617 -2.287538 -0.1 0.0 -0.2 0.5862
H 8.729626 -3.594367 -3.364122 0.0 0.0 0.0 0.3836
H 1.680023 2.914072 3.790602 0.2 0.0 -0.1 0.3523
H -0.312708 0.246313 5.497541 0.3 0.0 0.0 0.5024
H 1.086156 -4.777690 -0.169237 -0.1 0.0 0.0 0.4261
H -1.912841 0.340245 1.021110 -0.1 -0.1 0.5 0.2413
H 1.292635 -2.902831 -6.064710 0.0 0.0 0.0 0.2588
H -0.078558 5.419035 -1.468130 0.0 0.0 0.0 0.4064
C -0.959203 -2.296040 1.157781 0.0 0.1 0.3 -0.6741
H 0.348459 -3.745867 -4.834245 0.0 0.0 0.0 0.1785
C -2.046115 -1.689761 0.271986 0.2 -0.5 1.1 -0.9443
H -0.680002 -2.547998 -1.374674 -7.0 -1.4 -1.4 -2.0855
C 0.267542 -0.946262 -4.330247 -0.2 0.0 0.0 -0.9309
H -4.053066 4.634123 1.756775 0.0 0.0 0.0 0.3908
C -2.241977 3.909437 0.824138 0.0 0.0 0.1 1.0440
H 4.116705 -1.377504 -4.008546 0.0 0.0 0.0 0.5459
H 7.576877 -3.642023 -2.037541 0.0 0.0 0.0 0.2876
H -2.697251 0.207580 -0.553937 0.1 0.5 1.0 0.5728
H -2.641077 5.643019 2.036683 0.0 0.1 0.0 0.3162
H -0.558355 3.525853 3.378792 0.0 0.2 -0.2 -0.1725
H -1.400887 -2.801485 -2.946716 0.0 0.0 -0.4 0.3797
H 4.958098 -3.429904 -2.813727 0.0 0.0 0.0 0.4696
C -1.232751 0.578305 5.023243 -0.1 -0.1 0.0 -0.8361
C 0.278928 -3.097485 -5.708377 -0.1 0.1 0.0 -1.1005
C 0.669489 -2.740482 -0.787337 5.9 -1.5 4.7 1.0309
H -4.623341 0.383855 3.987297 0.0 0.0 -0.2 0.2143
O -3.647459 2.595205 7.080353 0.6 0.6 0.1 -0.6767
C -0.442207 -1.791277 -5.386557 0.0 0.0 -0.1 -0.5648
H 0.614225 -4.626169 -1.863295 0.0 -0.1 -0.1 0.3975
```
Positions in Å, forces in eV/Å.

- Net charge: -1
- Largest force on an atom: 9.1 eV Å⁻¹
- ΔE to the lowest compared entry with this formula, charge and spin: 7.8991 eV
- DFT total energy: -50764.5912 eV
- Gap between HOMO and LUMO: 6.51 eV
- Highest occupied orbital energy: -4.53 eV

---

C3H11N5 | ωB97M-V with the def2-TZVPD basis set

Geometry as XYZ:
```
19
Properties=species:S:1:pos:R:3:forces:R:3:mulliken_charge:R:1
H -3.588900 -0.965142 0.318013 3.1 0.4 0.7 0.2292
C -2.381764 -0.832900 0.594704 -2.1 -3.7 -2.1 -0.8039
N -0.762760 2.281676 -0.072377 1.0 -1.8 -1.7 -0.6522
H 1.375560 1.798664 0.226853 4.2 2.4 1.2 0.1496
C 2.737390 -0.359550 0.290037 6.9 -1.3 1.9 -0.9210
N -1.683891 -0.292184 -0.586702 -2.8 -3.0 -1.4 -0.5239
H 1.012910 -1.679085 -0.544203 3.1 2.8 0.7 0.4408
N 0.578727 1.400220 -0.013480 -8.4 2.3 -1.4 -0.0938
H -1.506813 1.449981 0.182776 2.1 2.8 -1.8 0.4289
H -0.860417 2.607501 -1.206846 0.2 -1.8 4.1 0.2947
H -2.364224 -0.156957 1.428143 0.6 -0.4 0.9 0.2626
H 2.816458 0.011864 1.440066 -1.3 -1.2 -2.0 0.2582
H 3.504741 -1.363201 0.218910 -1.7 2.9 0.5 0.2689
N 1.686334 -0.700075 -0.492105 -4.5 0.3 -0.5 -0.2512
C 0.452951 0.184204 -0.328076 4.7 -9.0 -1.8 0.2653
H -1.883213 -2.008057 0.550107 -1.6 3.2 1.7 0.3473
H -2.140341 -0.999661 -1.235609 0.7 2.0 -0.1 0.3493
N -0.347840 -0.833121 -0.558245 -3.6 4.1 0.5 -0.3497
H 3.355091 0.455814 -0.211959 -0.5 -0.7 0.4 0.3010
```
Positions in Å, forces in eV/Å.

- Largest force on an atom: 10.3 eV Å⁻¹
- ΔE to the lowest compared entry with this formula, charge and spin: 8.1665 eV
- DFT total energy: -10731.7775 eV
- Gap between HOMO and LUMO: 8.76 eV
- SMILES: CN/N=C(/NC)NN
- Highest occupied orbital energy: -7.95 eV

---

C3H7NO2S | ωB97M-V with the def2-TZVPD basis set

Geometry as XYZ:
```
14
Properties=species:S:1:pos:R:3:forces:R:3:mulliken_charge:R:1
C 0.422453 -0.525808 0.882710 -0.2 -2.2 -0.2 -0.3485
C -2.199554 0.629095 0.467376 1.3 0.1 0.7 0.3246
H 1.428505 1.239232 0.714605 1.0 1.5 1.4 0.3391
S -2.975689 -0.661086 -0.349903 -0.4 -0.8 -0.2 -0.1611
O 0.084657 -1.735708 0.108811 0.9 2.7 1.6 -0.5043
H 0.256877 1.328766 -1.202024 1.0 -1.3 0.3 0.1926
H 1.780901 0.959314 -1.719206 -0.8 -0.5 0.5 0.2255
C 1.437105 0.339348 0.190664 -0.7 -1.8 -0.2 -0.2719
H 0.636096 -0.675880 1.977270 -0.7 -0.3 -1.2 0.2821
H 2.398261 -0.234287 0.120300 -0.4 0.8 0.4 0.3011
O -2.511254 1.735447 0.703368 -0.2 0.2 -0.2 -0.3590
N 1.000082 0.577815 -1.148244 -0.4 1.6 -2.5 -0.6103
H -2.061095 -1.594449 0.031092 -0.1 0.4 -0.2 0.1904
H 0.302653 -1.381800 -0.776815 -0.2 -0.3 -0.2 0.3996
```
Positions in Å, forces in eV/Å.

- Largest force on an atom: 3.3 eV Å⁻¹
- ΔE to the lowest compared entry with this formula, charge and spin: 4.4703 eV
- DFT total energy: -19641.1339 eV
- Gap between HOMO and LUMO (alpha / beta): 8.20 / 8.03 eV
- Highest occupied orbital energy (alpha / beta): -7.75 / -7.96 eV

---

C9H19N5O4 | ωB97M-V with the def2-TZVPD basis set

Geometry as XYZ:
```
37
Properties=species:S:1:pos:R:3:forces:R:3:mulliken_charge:R:1
N 2.835289 0.241823 1.770136 -0.3 -0.5 -0.3 -0.1913
C -3.648294 -0.637507 -2.366373 -0.5 -2.1 0.8 0.3197
H 1.673104 1.764994 3.103172 -0.2 0.0 0.6 0.2312
H 1.329687 0.680317 -0.479743 -0.6 -0.6 0.7 0.1859
C -2.647916 -0.018380 -1.354482 1.6 1.0 -0.7 0.0197
H 4.651213 0.995789 4.286456 -0.1 0.3 -1.0 0.1987
C 0.586604 -0.138071 -0.227745 1.1 1.8 -1.8 0.1084
H 1.960654 -1.690634 -0.164089 0.4 0.2 0.4 0.4591
H -3.817226 1.630739 -0.894021 -0.1 1.2 -0.1 0.4230
H -0.257843 0.360187 0.228500 -0.1 -0.1 0.3 0.2025
H -2.533090 1.969533 1.240669 0.0 -0.5 -0.8 0.3016
N -1.705236 0.818320 -2.153249 -0.3 0.1 -0.2 0.0211
N 2.231776 1.218390 3.762236 0.1 1.3 1.0 -0.5571
H -2.016156 1.682808 -2.648247 -0.1 -1.4 0.5 0.2782
C 1.263426 -1.219169 0.532605 -0.2 -1.5 -0.6 -0.7920
H -2.057635 -0.797786 -0.822462 -0.6 0.5 -0.5 0.4114
O -2.181650 1.415896 0.513014 -0.4 0.6 -0.3 -0.4655
O -4.207781 -1.907735 -2.035199 0.9 2.0 0.8 -0.4990
O 0.127586 0.944351 -3.489322 -0.9 -0.8 1.7 -0.7136
H 3.678530 -0.036166 1.276158 -0.3 -0.2 -0.1 0.3011
O -3.869411 -0.189131 -3.434833 -0.2 0.4 -0.3 -0.4498
H -3.922253 0.389288 0.339236 0.0 0.1 -0.6 0.3626
H 0.584760 -2.044946 0.754788 -0.5 -0.1 -0.1 0.2507
N 4.497749 0.727489 3.294948 0.4 -0.6 1.0 -0.7549
C 0.223066 -0.646293 -1.617640 -0.9 0.1 -1.8 -0.2098
N 1.375015 -1.144670 -2.342178 -0.2 -1.1 0.9 -0.7131
C -0.463860 0.415284 -2.532859 1.1 1.0 -0.4 0.0340
H 2.279292 -1.735495 2.385566 -0.6 0.8 -0.7 0.2974
C 3.259923 0.714530 3.003087 0.9 -0.2 -0.7 0.4080
C 1.806673 -0.850969 1.845027 2.1 0.1 1.4 -0.9241
C -3.225021 0.935271 -0.337427 -1.0 -1.6 1.9 -0.7655
H 1.003796 -0.505928 2.476287 -0.2 0.2 0.3 0.4937
H 1.898947 -0.327941 -2.464855 1.5 1.4 -0.3 0.3025
H -0.515138 -1.421029 -1.519115 -0.1 -0.9 0.0 0.4526
H -4.090169 -2.036493 -1.069907 0.0 -0.1 -0.7 0.3598
H 1.181701 -1.396997 -3.297012 -0.6 -0.3 -0.1 0.3151
H 2.709890 1.840329 4.438869 -1.1 -0.4 -0.4 0.2978
```
Positions in Å, forces in eV/Å.

- Largest force on an atom: 2.8 eV Å⁻¹
- ΔE to the lowest compared entry with this formula, charge and spin: 1.6860 eV
- DFT total energy: -25281.2582 eV
- Gap between HOMO and LUMO: 8.98 eV
- SMILES: [H]/N=C(\N)NCCC[C@H](N)C(=O)N[C@@H](CO)C(=O)O
- Highest occupied orbital energy: -8.95 eV